1.
C2H4O4S in the gas phase. Source: the OMol25 dataset; level of theory: wB97M-V/def2-TZVPD.

Structure (XYZ):
```
11
Properties=species:S:1:pos:R:3:forces:R:3:lowdin_charge:R:1
O -1.8606 0.9757 -0.7727 -0.366 0.235 -0.682 -0.29
S -1.0962 -0.0196 -0.0918 0.383 -1.422 1.091 0.75
O -1.7223 -1.0689 0.7399 1.006 1.448 -0.971 -0.31
C 0.3899 0.6450 0.5414 1.512 -3.036 2.499 -0.37
O 0.9164 1.8177 0.1818 -1.609 2.607 -1.997 -0.02
C 0.5000 -0.7002 -0.6333 -3.505 2.220 4.815 -0.29
O 0.7848 -1.9066 -0.2215 0.724 -1.636 0.158 0.05
H 0.8047 0.4023 1.6269 -1.351 -0.158 -2.239 0.18
H 0.2197 2.3671 -0.3205 1.485 -1.107 0.963 0.15
H 1.0032 -0.4090 -1.4093 2.453 1.967 -4.697 0.08
H 0.0604 -2.1035 0.3591 -0.732 -1.119 1.059 0.08
```
Positions in Å, forces in eV/Å.

SMILES: O=S1(=O)[C@H](O)[C@H]1O
Energy relative to the best compared isomer or geometry (same formula, charge and spin), eV: 3.251
DFT total energy, eV: -21160.205
E_LUMO, hartree: 0.0180
Gap between HOMO and LUMO, eV: 10.0

2.
H5N5 in the gas phase. Source: the OMol25 dataset; level of theory: wB97M-V/def2-TZVPD.

Structure (XYZ):
```
10
Properties=species:S:1:pos:R:3:forces:R:3:lowdin_charge:R:1
N -1.5933 -1.4379 0.3749 -0.093 0.329 1.361 -0.01
N -0.8182 -0.4732 -0.1653 1.706 -1.213 -0.855 -0.10
N 0.3973 -0.5313 0.2107 -2.343 -0.520 0.179 -0.07
N 1.1440 0.3533 -0.5115 1.048 0.255 -1.075 -0.24
N 1.2916 1.4966 0.2836 -3.056 0.047 0.364 -0.04
H -1.2216 -1.9086 1.2042 0.006 -0.071 -0.740 0.09
H -2.2085 -1.9364 -0.2465 0.079 0.331 0.017 0.08
H 0.7066 0.5704 -1.4255 -0.164 -0.243 0.692 0.10
H 2.0882 2.0270 -0.0614 -0.940 0.581 0.066 0.07
H 0.2140 1.8402 0.3370 3.758 0.505 -0.007 0.13
```
Positions in Å, forces in eV/Å.

SMILES: N/N=N/NN
Energy relative to the best compared isomer or geometry (same formula, charge and spin), eV: 0.997
DFT total energy, eV: -7527.598
E_LUMO, hartree: 0.0412
Gap between HOMO and LUMO, eV: 9.8

3.
A gas-phase ion, C5H12NO2S (charge +1). Source: the OMol25 dataset; level of theory: wB97M-V/def2-TZVPD.

Structure (XYZ):
```
21
Properties=species:S:1:pos:R:3:forces:R:3:lowdin_charge:R:1
C -0.4180 1.1675 0.5707 2.241 1.165 0.275 -0.21
C -1.4069 -0.9139 -0.1680 0.143 0.991 2.502 0.02
C -2.7430 1.2724 -0.3181 4.128 1.773 0.495 0.05
C 2.9503 -0.7472 1.1753 1.796 -1.204 -2.684 -0.08
C 1.5002 -0.2935 -1.5033 -0.130 -0.072 -1.105 -0.04
N -1.4493 0.5587 0.0865 -2.827 -1.421 -1.430 -0.11
O 0.6874 0.5419 0.8817 -3.145 0.933 0.850 -0.21
O 2.9171 1.5800 -0.2860 1.274 3.156 -0.969 -0.29
S 2.3069 0.3168 -0.1947 2.320 -2.064 4.173 0.88
H -0.4124 2.2995 0.6418 -0.316 -1.357 0.034 0.19
H -1.6694 -1.5219 0.7144 0.365 0.601 0.131 0.12
H -2.0635 -1.2996 -0.8825 -1.009 0.320 -1.628 0.08
H -0.3999 -1.0676 -0.4072 1.033 -0.890 -0.388 0.02
H -3.0795 1.7014 0.5837 -0.739 0.866 0.793 0.08
H -2.4935 2.0432 -1.0894 -0.473 -0.728 0.624 0.12
H -3.4011 0.5622 -0.6235 -1.804 -1.913 -1.137 0.05
H 2.1009 -1.1568 1.6233 -1.386 0.085 1.308 0.03
H 3.7341 -0.2614 1.7879 -0.935 0.310 -0.486 0.10
H 3.4216 -1.6510 0.7270 0.062 0.661 0.012 0.08
H 1.3950 0.3300 -2.3330 0.004 0.791 -1.259 0.07
H 1.1307 -1.2495 -1.4345 -0.604 -2.004 -0.111 0.04
```
Positions in Å, forces in eV/Å.

Spin multiplicity: 3
Energy relative to the best compared isomer or geometry (same formula, charge and spin), eV: 0.000
DFT total energy, eV: -21786.164
Net charge: +1
E_LUMO (spin up / spin down), hartree: -0.1163 / -0.2407
Gap between HOMO and LUMO (spin up / spin down), eV: 7.0 / 7.9

4.
C3H6N2OS in the gas phase. Source: the OMol25 dataset; level of theory: wB97M-V/def2-TZVPD.

Structure (XYZ):
```
13
Properties=species:S:1:pos:R:3:forces:R:3:lowdin_charge:R:1
O 0.8281 1.9859 2.1169 -0.482 1.019 1.173 0.00
N -0.0073 1.3173 1.3173 -1.890 -0.353 -0.352 -0.07
C 0.3571 0.4886 0.3841 0.874 -0.622 -0.704 -0.82
S 1.9649 0.2937 0.0780 0.878 -0.298 -0.305 0.69
N -0.7216 -0.1692 -0.2569 -0.372 1.411 1.288 -0.09
C -0.5457 -0.6503 -1.5996 -0.316 0.527 -1.295 -0.15
C -0.5619 -1.5888 -0.4900 1.528 -0.833 0.659 -0.14
H 1.7054 1.8318 1.7644 0.948 -0.395 -0.664 0.02
H -0.9809 1.5586 1.3807 -0.116 0.192 0.430 0.17
H -1.4394 -0.5005 -2.2066 0.282 -0.148 0.048 0.11
H 0.3983 -0.4100 -2.0757 0.025 -0.223 0.038 0.09
H 0.4238 -2.0037 -0.1893 -0.797 0.235 -0.275 0.10
H -1.4208 -2.1533 -0.2233 -0.561 -0.510 -0.040 0.10
```
Positions in Å, forces in eV/Å.

SMILES: ONC(=S)N1CC1
Energy relative to the best compared isomer or geometry (same formula, charge and spin), eV: 3.714
DFT total energy, eV: -19068.452
E_LUMO, hartree: 0.0354
Gap between HOMO and LUMO, eV: 9.7

5.
9 unconnected molecules or ions with the total composition H18O9. Source: the OMol25 dataset; level of theory: wB97M-V/def2-TZVPD.

Structure (XYZ):
```
27
Properties=species:S:1:pos:R:3:forces:R:3:lowdin_charge:R:1
O 6.5621 10.5073 -4.4669 0.022 0.240 -0.211 -0.07
H 7.0425 11.3409 -4.6385 -0.002 -0.537 0.328 -0.02
H 6.9561 9.8680 -5.0670 -0.005 0.017 0.009 0.03
O 5.5288 13.4874 -4.8317 0.264 0.133 -0.121 -0.05
H 6.4673 13.5705 -4.5967 -0.129 -0.060 0.208 0.02
H 5.0678 14.0738 -4.2262 -0.075 -0.043 -0.048 0.06
O 11.1735 12.5925 -3.9872 0.001 0.227 -0.193 -0.04
H 11.6055 13.3090 -3.5080 -0.001 -0.045 0.006 0.07
H 11.7000 12.4823 -4.7869 -0.040 -0.089 0.022 0.07
O 11.0066 11.5912 -1.2843 0.206 -0.113 -0.048 -0.06
H 10.8462 11.5584 -2.2358 0.017 -0.029 0.146 0.00
H 11.0802 12.5287 -1.0829 -0.287 -0.005 0.102 0.01
O 8.2778 12.7575 -4.6236 -0.320 0.541 -0.445 -0.08
H 9.2121 12.7604 -4.3769 0.059 -0.103 0.029 0.02
H 8.2514 13.0841 -5.5532 0.487 -0.299 0.392 0.02
O 9.2214 14.3155 -1.1437 0.304 0.039 -0.103 -0.05
H 9.7813 15.0540 -0.8808 -0.125 0.045 0.005 0.04
H 9.1178 14.4083 -2.0979 -0.143 -0.021 0.044 0.03
O 5.8441 12.1738 -7.4259 0.162 0.317 0.060 -0.06
H 5.0467 12.4760 -7.8718 -0.006 -0.052 0.009 0.06
H 5.6979 12.4083 -6.4904 -0.180 -0.106 -0.063 0.01
O 8.4290 13.3375 -7.2969 -0.290 0.127 -0.423 -0.06
H 7.5576 13.0892 -7.6625 -0.006 -0.390 0.165 0.03
H 9.0689 12.9264 -7.8859 0.037 0.037 0.064 0.07
O 7.1816 16.0134 -6.8480 -0.120 0.074 -0.043 -0.06
H 6.3824 16.4450 -7.1656 0.011 -0.008 0.053 0.04
H 7.1201 15.1068 -7.1684 0.163 0.105 0.057 -0.01
```
Positions in Å, forces in eV/Å.

SMILES: O.O.O.O.O.O.O.O.O
Energy relative to the best compared isomer or geometry (same formula, charge and spin), eV: 1.931
DFT total energy, eV: -18720.205
E_LUMO, hartree: -0.0038
Gap between HOMO and LUMO, eV: 10.3

6.
A molecular structure, C24H19BrCl2N5OS2Ti. Source: the OMol25 dataset; level of theory: wB97M-V/def2-TZVPD.

Structure (XYZ):
```
55
Properties=species:S:1:pos:R:3:forces:R:3:lowdin_charge:R:1
Ti 0.6957 -0.8459 -0.3945 -1.287 -1.837 -1.503 0.26
C 4.0305 -2.6805 1.5074 -0.359 0.085 -0.033 -0.04
C 2.6497 -2.3672 1.0133 0.043 -1.992 0.429 -0.32
N 2.1705 -1.1353 0.8922 -1.237 0.491 -1.557 -0.16
N 2.7515 -0.0296 1.3849 0.147 1.936 0.379 0.12
C 2.0184 1.0131 1.0036 1.911 -1.797 1.017 -0.42
O 1.0009 0.7893 0.2372 -0.189 2.382 1.117 -0.29
C 2.2961 2.3634 1.4597 0.008 0.735 0.103 -0.15
C 3.5298 2.7285 2.0054 -0.252 -0.263 -0.205 -0.03
C 3.7529 4.0388 2.3773 0.066 0.165 0.103 -0.10
C 2.7556 4.9918 2.2299 -0.102 0.040 -0.010 -0.11
C 1.5241 4.6285 1.7071 0.058 0.212 0.136 -0.09
C 1.2900 3.3262 1.3195 0.156 -0.368 -0.020 -0.03
C 1.7045 -3.3414 0.5996 1.351 1.314 0.529 -0.25
C 1.7840 -4.7279 0.8282 -0.630 -0.885 -0.236 -0.03
C 0.7128 -5.5357 0.5134 1.141 0.220 0.388 -0.11
C -0.4252 -4.9607 -0.0680 -0.526 0.975 -0.340 -0.10
C -0.4299 -3.6035 -0.3134 -0.900 -1.219 -0.017 -0.17
N 0.5820 -2.7940 0.0100 0.252 -0.444 0.386 -0.13
H 4.4995 -1.7622 1.8515 0.072 -0.028 0.072 0.06
H 4.6196 -3.0959 0.6898 0.167 -0.011 -0.013 0.08
H 4.0129 -3.4108 2.3141 0.097 -0.057 0.191 0.06
H 4.2976 1.9740 2.0993 0.041 -0.017 0.020 0.11
H 4.7103 4.3354 2.7799 0.129 -0.029 0.044 0.09
H 2.9304 6.0193 2.5145 0.085 0.088 0.053 0.09
H 0.7488 5.3753 1.5985 -0.060 0.019 -0.046 0.10
H 0.3479 3.0384 0.8729 0.090 0.004 -0.013 0.08
H 2.6735 -5.1376 1.2781 0.130 -0.052 0.061 0.10
H 0.7462 -6.6000 0.7088 0.065 -0.013 0.026 0.09
H -1.2892 -5.5495 -0.3284 -0.084 -0.072 -0.090 0.08
H -1.2853 -3.1358 -0.8004 0.189 -0.115 0.107 0.08
Cl -1.2937 -0.6974 1.2209 -0.324 -0.034 0.190 0.83
C -2.7637 -0.8126 0.3025 -0.441 0.041 -0.471 -0.62
C -3.9572 -0.9408 0.9846 0.030 0.005 0.117 -0.12
C -5.1499 -1.0227 0.2853 0.045 0.035 -0.035 -0.10
C -5.1349 -0.9662 -1.1013 -0.110 0.012 0.099 -0.13
C -3.9368 -0.8334 -1.7681 0.345 0.019 0.470 -0.70
Cl -3.9405 -0.7444 -3.4869 -0.244 -0.025 -0.481 0.66
C -2.6943 -0.7671 -1.1023 -0.210 -0.002 0.382 -0.72
S -1.2189 -0.6775 -1.9707 0.331 0.038 -0.618 0.60
H -3.9314 -0.9789 2.0627 -0.088 -0.005 0.123 0.10
H -6.0862 -1.1197 0.8120 -0.077 -0.034 0.071 0.09
H -6.0517 -1.0289 -1.6690 -0.050 0.014 -0.028 0.10
Br 2.1463 -1.2641 -2.3216 0.325 -0.012 -0.431 0.08
S 1.4791 2.4674 -2.1967 0.010 0.167 -0.263 0.66
C -0.1731 2.4669 -2.1158 1.370 0.118 -1.449 -0.90
N -0.8725 2.2560 -3.3095 -1.264 0.127 0.433 0.04
C -2.2232 2.3717 -3.3779 0.832 0.014 0.421 -0.10
C -2.9145 2.7142 -2.2486 -0.154 -0.051 -0.350 -0.07
C -2.1727 2.8597 -1.0617 1.108 -0.158 -0.320 -0.10
N -0.8611 2.7346 -1.0028 -1.806 0.360 0.890 0.06
H -0.3242 1.9323 -4.0945 0.014 0.066 0.104 0.13
H -2.6847 2.1957 -4.3379 -0.007 -0.064 -0.003 0.12
H -3.9834 2.8431 -2.2661 -0.080 -0.060 -0.024 0.10
H -2.6629 3.1036 -0.1280 -0.126 -0.037 0.095 0.11
```
Positions in Å, forces in eV/Å.

Energy relative to the best compared isomer or geometry (same formula, charge and spin), eV: 1.156
DFT total energy, eV: -174572.543
Net charge: -1
E_LUMO (spin up / spin down), hartree: 0.0872 / 0.0872
Gap between HOMO and LUMO (spin up / spin down), eV: 4.9 / 4.9